Record 1
The following is a quantum chemistry calculation of a molecular structure, C6H8O6V at a distorted geometry, from the Open Molecules 2025 dataset.

Summary:
* energy above the lowest of the compared OMol25 structures with the same formula, charge and spin: 0.000 eV
* total energy: -1628.522284 a.u.
* lowest unoccupied orbital energy (spin up / spin down): -4.33 / -5.05 eV
* charge: +1
* spin multiplicity: 5
* gap between HOMO and LUMO (spin up / spin down): 7.39 / 9.05 eV
* molar mass: 227.1 g mol⁻¹
* highest occupied orbital energy (spin up / spin down): -0.4307 / -0.5182 Ha

```
21
Properties=species:S:1:pos:R:3:lowdin_charge:R:1
O -2.53 -0.21 0.64 -0.160
C -2.97 -1.07 1.67 -0.691
O -3.36 -0.62 2.72 0.170
O -2.85 -2.26 1.24 -0.056
C -1.83 1.01 0.92 -0.153
H -2.58 1.81 1.04 0.156
H -1.26 0.90 1.86 0.149
C -0.92 1.26 -0.24 0.091
H -1.40 1.66 -1.13 0.115
H 0.03 1.73 0.02 0.109
O 1.50 -1.27 -0.27 0.073
C 0.76 -0.67 -1.19 -0.459
C 2.78 -0.61 -0.16 -0.060
O -0.52 -0.51 -0.99 -0.132
O 1.39 0.34 -1.77 0.079
C 2.76 0.36 -1.34 -0.059
H 3.56 -1.37 -0.22 0.145
H 2.82 -0.11 0.82 0.144
H 3.40 0.03 -2.17 0.145
H 3.01 1.39 -1.06 0.146
V -1.80 -1.77 -0.40 1.250
```

***

Record 2
The following is a quantum chemistry calculation of a molecular structure, C33H33BrCl2N5O6RhS at a distorted geometry, from the Open Molecules 2025 dataset.

Summary:
* energy above the lowest of the compared OMol25 structures with the same formula, charge and spin: 0.000 eV
* total energy: -6005.570436 a.u.
* lowest unoccupied orbital energy (spin up / spin down): 4.30 / 4.30 eV
* charge: -2
* spin multiplicity: 5
* gap between HOMO and LUMO (spin up / spin down): 5.08 / 5.77 eV
* molar mass: 881.4 g mol⁻¹
* highest occupied orbital energy (spin up / spin down): -0.0285 / -0.0541 Ha

```
82
Properties=species:S:1:pos:R:3:lowdin_charge:R:1
Rh 0.26 0.53 -1.08 1.154
C -4.91 2.90 3.92 -0.075
C -4.48 2.02 2.78 -0.279
C -5.45 1.32 2.05 -0.060
C -5.09 0.48 1.00 -0.078
C -3.75 0.31 0.73 -0.292
C -2.75 0.96 1.43 -0.023
C -3.12 1.79 2.47 -0.014
S -3.41 -0.93 -0.47 0.651
O -2.89 -2.10 0.21 -0.330
O -4.53 -0.95 -1.41 -0.356
N -2.12 -0.18 -1.28 -0.128
C -1.80 -0.61 -2.51 -0.432
C -2.34 -1.72 -3.25 -0.034
C -1.80 -2.03 -4.49 -0.120
C -0.77 -1.26 -5.00 -0.161
C -0.23 -0.23 -4.23 -0.208
N -0.68 0.03 -3.00 -0.021
H -5.94 3.26 3.75 0.066
H -4.26 3.79 4.03 0.076
H -4.86 2.38 4.89 0.077
H -6.50 1.45 2.30 0.100
H -5.81 -0.06 0.41 0.103
H -1.70 0.76 1.19 0.093
H -2.35 2.29 3.06 0.113
H -3.16 -2.26 -2.80 0.080
H -2.17 -2.88 -5.04 0.090
H -0.38 -1.42 -5.99 0.074
H 0.59 0.40 -4.59 0.103
N 0.33 -1.62 -0.72 0.139
C 1.16 -2.39 -0.47 -0.260
N 2.16 -3.22 -0.28 -0.075
C 3.05 -3.10 0.90 -0.109
C 2.74 -4.23 1.87 -0.172
O 2.93 -5.49 1.19 -0.170
C 2.03 -5.65 0.06 -0.179
C 2.23 -4.53 -0.97 -0.136
H 2.92 -2.12 1.37 0.093
H 4.08 -3.21 0.54 0.129
H 1.70 -4.16 2.23 0.130
H 3.42 -4.25 2.74 0.126
H 0.99 -5.62 0.40 0.120
H 2.24 -6.64 -0.38 0.119
H 1.46 -4.56 -1.75 0.119
H 3.22 -4.60 -1.45 0.122
Cl 4.24 2.29 -0.78 0.627
C 4.37 0.77 -1.60 -0.613
C 5.65 0.28 -1.84 -0.169
C 5.82 -0.92 -2.53 -0.164
C 4.70 -1.61 -2.98 -0.178
C 3.43 -1.09 -2.73 -0.583
Cl 2.12 -1.99 -3.40 0.743
C 3.12 0.10 -1.96 -0.470
N 1.97 0.56 -1.64 -0.122
H 6.50 0.86 -1.49 0.085
H 6.82 -1.31 -2.67 0.076
H 4.78 -2.54 -3.54 0.082
C 0.06 3.68 -2.90 -0.094
C -1.12 3.04 -2.14 -0.511
C -2.08 4.17 -1.71 -0.096
O -0.60 2.25 -0.97 -0.428
H -0.22 4.11 -3.88 0.064
H 0.87 2.94 -3.02 0.051
H 0.46 4.47 -2.25 0.065
H -1.69 2.34 -2.79 0.103
H -1.53 4.89 -1.06 0.069
H -2.89 3.72 -1.10 0.066
H -2.50 4.69 -2.59 0.063
Br 2.39 3.11 2.33 0.760
C 1.19 2.35 3.60 -0.604
C 0.75 3.13 4.66 -0.154
C -0.12 2.59 5.60 -0.128
C -0.47 1.25 5.53 -0.118
C 0.00 0.45 4.50 -0.032
C 0.79 1.01 3.47 -0.145
C 1.14 0.21 2.17 -0.666
O 1.93 -0.72 2.38 -0.012
O 0.57 0.64 1.15 -0.113
H 1.08 4.16 4.71 0.084
H -0.50 3.24 6.38 0.089
H -1.08 0.82 6.32 0.090
H -0.26 -0.59 4.41 0.115
```

***

Record 3
The following is a quantum chemistry calculation of a single C4H3NO3 molecule at a distorted geometry, from the Open Molecules 2025 dataset.

Summary:
* energy above the lowest of the compared OMol25 structures with the same formula, charge and spin: 7.036 eV
* total energy: -434.468754 a.u.
* lowest unoccupied orbital energy: 0.03 eV
* spin multiplicity: 1
* gap between HOMO and LUMO: 10.26 eV
* molar mass: 113.1 g mol⁻¹
* highest occupied orbital energy: -0.3759 Ha
* structure (SMILES): O=C1ON=C[C@H]2O[C@H]12

```
11
Properties=species:S:1:pos:R:3:lowdin_charge:R:1
O -1.05 1.48 1.32 0.123
C -0.13 0.76 0.89 -0.260
O 0.49 1.31 -0.39 -0.038
N 0.72 0.58 -1.47 0.010
C 0.50 -0.67 -1.56 -0.058
C -0.44 -1.02 -0.34 -0.192
O -0.35 -1.84 0.82 0.077
C 0.37 -0.61 0.82 -0.183
H 0.42 -1.11 -2.56 0.123
H -1.47 -0.43 -0.51 0.215
H 1.42 -0.86 0.50 0.183
```

***

Record 4
The following is a quantum chemistry calculation of 9 unconnected molecules or ions with the total composition C4H25NO10S at a distorted geometry, from the Open Molecules 2025 dataset.

Summary:
* energy above the lowest of the compared OMol25 structures with the same formula, charge and spin: 0.000 eV
* total energy: -1372.738282 a.u.
* lowest unoccupied orbital energy: -0.04 eV
* spin multiplicity: 1
* gap between HOMO and LUMO: 9.55 eV
* molar mass: 279.3 g mol⁻¹
* highest occupied orbital energy: -0.3526 Ha
* structure (SMILES): N[C@H](CCS)C(=O)O.O.O.O.O.O.O.O.O

```
41
Properties=species:S:1:pos:R:3:lowdin_charge:R:1
N -0.46 -0.21 -3.11 0.051
C -0.49 0.36 -1.76 -0.286
C 1.00 0.53 -1.30 -0.197
C 1.81 1.19 -2.44 -0.520
S 2.50 2.82 -1.96 0.700
C -1.28 -0.57 -0.88 -0.458
O -1.90 -1.55 -1.22 0.107
O -1.04 -0.35 0.43 0.088
H 0.10 -1.04 -3.17 0.075
H -1.37 -0.35 -3.53 0.091
H -0.90 1.35 -1.93 0.137
H 1.13 1.12 -0.41 0.081
H 1.31 -0.50 -1.13 0.097
H 2.59 0.54 -2.82 0.073
H 1.12 1.53 -3.21 0.050
H 3.28 2.71 -0.88 -0.162
H -1.45 -0.92 1.09 0.089
O 0.04 3.21 1.88 -0.079
H -0.32 2.82 1.07 0.005
H -0.81 3.68 2.05 0.062
O 0.04 -1.20 2.67 -0.063
H 0.32 -0.28 2.69 0.040
H 0.67 -1.50 3.36 0.077
O -2.77 -2.99 1.32 -0.053
H -2.06 -3.58 1.00 0.011
H -2.75 -2.35 0.61 -0.001
O -1.14 3.77 -0.68 -0.054
H -0.56 4.50 -0.50 0.040
H -0.52 3.20 -1.16 0.008
O -0.19 -3.89 0.85 -0.033
H -0.27 -4.78 0.51 0.060
H 0.46 -3.71 1.54 0.066
O -2.48 -1.20 3.80 -0.087
H -1.55 -0.96 3.89 -0.004
H -2.65 -1.96 3.21 0.009
O 1.45 -3.02 -1.55 -0.051
H 0.89 -3.66 -1.98 0.036
H 0.94 -2.67 -0.81 -0.001
O 2.33 1.16 3.30 -0.067
H 1.70 1.88 3.06 0.020
H 2.76 0.98 2.45 0.045
```